The following is a DFT calculation (wB97M-V/def2-TZVPD) of a cluster of 10 separate species, C46H72Cl3N9O in total at a distorted geometry.

Calculated values
Net charge   +1
Electronic energy   -3744.2511 Ha
M   873.503 g/mol
2S+1   2
Kohn-Sham gap   8.4158 eV

Bonds (Å) are listed after each position.
Cartesian coordinates (Å):
1 Cl -1.98022 4.13139 0.75058  C36 1.777
2 Cl -1.96531 6.87322 -0.04056  C36 1.761
3 Cl -3.61603 6.00518 2.26093  C36 1.760
4 O 2.32733 2.81919 -1.34103  N7 1.261
5 N -1.17717 -1.82199 0.14420  C31 1.526, C32 1.556, C34 1.508, C49 1.504
6 N 4.01174 -2.41558 1.76238  C16 1.380, C42 1.368, H125 1.005
7 N 2.98980 3.84801 -1.64458  O4 1.261, C30 1.470, C38 1.476
8 N -1.65584 -6.96219 -0.77948  C25 1.376, C41 1.370, H105 1.002
9 N -0.38006 5.12663 4.72952  C45 1.352, C55 1.379, H101 1.005
10 N -1.57288 -5.75836 2.85602  C24 1.377, C29 1.372, H128 1.002
11 N -5.06569 -6.53767 2.02542  C28 1.378, C44 1.375, H99 1.004
12 N -3.44506 1.17340 -3.41083  C17 1.371, C33 1.380, H64 1.005
13 N 2.60230 -0.16741 -3.64407  C47 1.371, C51 1.365, H76 1.005
14 C -6.37748 -5.00843 2.94445  C26 1.423, C44 1.366, H80 1.076
15 C 0.11589 -4.53394 3.58371  C29 1.365, C48 1.421, H95 1.078
16 C 3.96211 -3.15645 0.59945  N6 1.380, C39 1.370, H89 1.076
17 C -3.84119 1.16108 -2.09828  N12 1.371, C53 1.373, H114 1.078
18 C 3.98954 4.15752 0.70668  C38 1.536, H66 1.092, H87 1.087, H98 1.088
19 C -1.83680 2.15769 -2.24474  C33 1.365, C53 1.418, H123 1.081
20 C -3.26876 -2.98770 0.27935  C49 1.518, C57 1.503, H77 1.094, H118 1.084
21 C 2.98061 6.21441 -2.32566  C30 1.542, C37 1.537, H90 1.092, H94 1.096
22 C -2.16345 -5.97271 -2.70467  C25 1.367, C59 1.424, H116 1.078
23 C 0.10080 -0.04417 1.41426  C27 1.513, C34 1.518, H72 1.097, H74 1.091
24 C -2.13007 -4.68488 3.51356  N10 1.377, C48 1.368, H103 1.079
25 C -2.68827 -6.62608 -1.62423  N8 1.376, C22 1.367, H106 1.076
26 C -6.20370 -4.71271 1.56359  C14 1.423, C28 1.366, H107 1.078
27 C 0.65826 1.35947 1.32819  C23 1.513, H75 1.096, H79 1.092, H108 1.091
28 C -5.39846 -5.66781 1.01025  N11 1.378, C26 1.366, H82 1.075
29 C -0.20425 -5.66049 2.88335  N10 1.372, C15 1.365, H70 1.077
30 C 2.11928 4.99688 -1.93314  N7 1.470, C21 1.542, C56 1.543, C58 1.532
31 C -0.19664 -2.88525 0.63033  N5 1.526, H65 1.082, H92 1.087, H112 1.086
32 C -1.59573 -2.21574 -1.30170  N5 1.556, C57 1.524, H67 1.087, H93 1.086
33 C -2.23666 1.83296 -3.50854  N12 1.380, C19 1.365, H130 1.077
34 C -0.50400 -0.47382 0.08996  N5 1.508, C23 1.518, H68 1.089, H88 1.090
35 C 5.03734 5.18427 -1.29170  C37 1.532, C38 1.532, H69 1.095, H102 1.092
36 C -2.12772 5.79912 1.34501  Cl1 1.777, Cl2 1.761, Cl3 1.760, H126 1.085
37 C 4.24057 6.47870 -1.48544  C21 1.537, C35 1.532, H109 1.090, H121 1.096
38 C 4.19568 3.99917 -0.80696  N7 1.476, C18 1.536, C35 1.532, C54 1.529
39 C 3.53732 -2.30836 -0.38931  C16 1.370, C50 1.420, H61 1.076
40 C 1.42853 5.67406 3.59438  C45 1.371, C52 1.419, H71 1.077
41 C -0.49911 -6.41271 -1.26697  N8 1.370, C59 1.365, H129 1.078
42 C 3.75775 -1.10478 1.46350  N6 1.368, C50 1.371, H131 1.078
43 C 1.03902 -1.74352 -3.79011  C46 1.422, C51 1.376, H119 1.077
44 C -5.58726 -6.08859 3.21584  N11 1.375, C14 1.366, H124 1.079
45 C 0.55086 6.09285 4.56076  N9 1.352, C40 1.371, H91 1.077
46 C 0.43011 -0.45962 -3.84192  C43 1.422, C47 1.363, H85 1.078
47 C 1.40093 0.48981 -3.71914  N13 1.371, C46 1.363, H81 1.077
48 C -1.09988 -3.92097 3.98976  C15 1.421, C24 1.368, H84 1.078
49 C -2.42335 -1.93856 0.97827  N5 1.504, C20 1.518, H115 1.095, H117 1.090
50 C 3.31456 -1.02213 0.16844  C39 1.420, C42 1.371, H122 1.079
51 C 2.38090 -1.51324 -3.59412  N13 1.365, C43 1.376, H62 1.076
52 C 1.00274 4.37728 3.20774  C40 1.419, C55 1.371, H83 1.077
53 C -2.85915 1.75735 -1.34670  C17 1.373, C19 1.418, H110 1.078
54 C 5.09374 2.78544 -1.04800  C38 1.529, H73 1.087, H96 1.099, H113 1.091
55 C -0.13810 4.05447 3.89593  N9 1.379, C52 1.371, H120 1.076
56 C 1.19327 5.45457 -0.78711  C30 1.543, H97 1.083, H104 1.087, H127 1.096
57 C -3.06668 -2.58790 -1.15556  C20 1.503, C32 1.524, H78 1.091, H100 1.093
58 C 1.28093 4.70042 -3.18033  C30 1.532, H60 1.090, H86 1.094, H111 1.090
59 C -0.78745 -5.74039 -2.41887  C22 1.424, C41 1.365, H63 1.078
60 H 0.84627 5.63711 -3.53000  C58 1.090
61 H 3.36492 -2.63965 -1.39821  C39 1.076
62 H 3.18768 -2.20870 -3.44148  C51 1.076
63 H -0.07351 -5.23419 -3.04830  C59 1.078
64 H -3.76297 0.50459 -4.09036  N12 1.005
65 H -0.05155 -2.66494 1.68007  C31 1.082
66 H 3.21178 3.46184 1.03016  C18 1.092
67 H -1.48511 -1.35761 -1.95932  C32 1.087
68 H -1.28787 0.22958 -0.18621  C34 1.089
69 H 5.77925 5.45302 -0.53298  C35 1.095
70 H 0.39143 -6.37570 2.34077  C29 1.077
71 H 2.26642 6.19955 3.16930  C40 1.077
72 H -0.64199 -0.14388 2.21492  C23 1.097
73 H 5.42462 2.66609 -2.07653  C54 1.087
74 H 0.83079 -0.79386 1.72406  C23 1.091
75 H 1.04908 1.64446 0.34481  C27 1.096
76 H 3.48497 0.31135 -3.61099  N13 1.005
77 H -2.78298 -3.95105 0.46152  C20 1.094
78 H -3.32278 -3.34454 -1.89836  C57 1.091
79 H -0.07869 2.13533 1.54736  C27 1.092
80 H -7.00626 -4.42713 3.59669  C14 1.076
81 H 1.36910 1.56649 -3.70114  C47 1.077
82 H -5.06900 -5.89356 0.01175  C28 1.075
83 H 1.53875 3.76484 2.50275  C52 1.077
84 H -1.15951 -3.06527 4.64341  C48 1.078
85 H -0.61949 -0.25885 -3.98477  C46 1.078
86 H 0.45627 4.03198 -2.91402  C58 1.094
87 H 4.88411 3.85053 1.24247  C18 1.087
88 H 0.22637 -0.58931 -0.71102  C34 1.090
89 H 4.13510 -4.21787 0.63895  C16 1.076
90 H 2.41694 7.14963 -2.29895  C21 1.092
91 H 0.60060 7.02263 5.10226  C45 1.077
92 H 0.65424 -2.73806 -0.02951  C31 1.087
93 H -0.91564 -2.99267 -1.63893  C32 1.086
94 H 3.31183 6.14870 -3.36838  C21 1.096
95 H 1.10193 -4.18368 3.84120  C15 1.078
96 H 4.53266 1.89086 -0.74506  C54 1.099
97 H 0.56226 6.28911 -1.06622  C56 1.083
98 H 3.72427 5.18847 0.93036  C18 1.088
99 H -4.33025 -7.22032 2.00708  N11 1.004
100 H -3.64150 -1.69431 -1.41131  C57 1.093
101 H -1.15617 5.18581 5.36513  N9 1.005
102 H 5.63761 5.00401 -2.18612  C35 1.092
103 H -3.19983 -4.55749 3.56658  C24 1.079
104 H 1.78070 5.55885 0.12120  C56 1.087
105 H -1.75914 -7.37027 0.13006  N8 1.002
106 H -3.69267 -6.89781 -1.34837  C25 1.076
107 H -6.60945 -3.85511 1.05073  C26 1.078
108 H 1.51195 1.54332 1.98225  C27 1.091
109 H 4.80990 7.28084 -1.95620  C37 1.090
110 H -2.92405 1.81082 -0.27238  C53 1.078
111 H 1.75792 4.21059 -4.02968  C58 1.090
112 H -0.69436 -3.84357 0.51588  C31 1.086
113 H 5.91782 2.68506 -0.34060  C54 1.091
114 H -4.62889 0.51251 -1.74906  C17 1.078
115 H -2.96664 -0.98868 1.01682  C49 1.095
116 H -2.69362 -5.58661 -3.55962  C22 1.078
117 H -2.23527 -2.13082 2.03415  C49 1.090
118 H -4.28780 -3.01409 0.64860  C20 1.084
119 H 0.53201 -2.66972 -4.00390  C43 1.077
120 H -0.74675 3.17507 4.01148  C55 1.076
121 H 3.96315 6.91164 -0.51739  C37 1.096
122 H 2.84612 -0.16620 -0.29198  C50 1.079
123 H -0.85236 2.48088 -1.93750  C19 1.081
124 H -5.14278 -6.54765 4.08510  C44 1.079
125 H 4.44873 -2.66391 2.63323  N6 1.005
126 H -1.30843 5.95716 2.03822  C36 1.085
127 H 0.50628 4.60989 -0.66311  C56 1.096
128 H -2.17375 -6.44787 2.44619  N10 1.002
129 H 0.42556 -6.53848 -0.72749  C41 1.078
130 H -1.71311 1.97249 -4.43895  C33 1.077
131 H 3.87525 -0.34207 2.21683  C42 1.078